This record from OMol25 describes a single C6H13N3 molecule. The level of theory is ωB97M-V/def2-TZVPD.

Energy above the lowest of the compared OMol25 structures with the same formula, charge and spin   17.0 kcal/mol
SMILES string   C/C(N)=N\C(C)=C(/C)N
Energy   -10902.675 eV
Frontier orbital gap   8.57 eV

The geometry in ORCA input format:
```
! RIJCOSX wB97M-V def2-TZVPD def2/J DEFGRID3
* xyz 0 1
C 1.7311 1.0629 -0.3462
C 0.3297 1.6464 -0.4085
N 0.1792 2.8013 -1.1284
N -0.7414 1.1088 0.1087
C -0.5787 -0.0909 0.7650
C -0.3954 -0.0027 2.2592
C -0.5957 -1.2739 0.1092
C -1.0457 -1.3539 -1.3327
N -0.2327 -2.4819 0.7053
H 2.4739 1.8574 -0.4658
H 1.9257 0.5655 0.6066
H 1.8558 0.3451 -1.1625
H 0.8136 2.9315 -1.9066
H -0.7926 2.9763 -1.3616
H 0.3302 -0.7306 2.6338
H -0.0485 0.9912 2.5613
H -1.3572 -0.1806 2.7542
H -0.1872 -1.3598 -2.0097
H -1.6255 -2.2691 -1.4976
H -1.7058 -0.5232 -1.6062
H -0.9349 -3.1910 0.4958
H 0.6020 -2.8288 0.2268
*
```